(1)
10
Properties=species:S:1:pos:R:3 method="wB97M-V/def2-TZVPD" max_force_ev_per_a=1.0 molar_mass_da=84.08 de_lowest_kj_mol=152.1 gap_ev=10.06 charge=0 e_lumo_ev=0.664 smiles=Oc1ccn[nH]1
O 1.7585 0.5185 0.9318
C 0.6039 0.1786 0.3060
C 0.3485 -0.4068 -0.8905
C -1.0768 -0.5021 -0.9120
N -1.6415 0.0405 0.1386
N -0.5931 0.4573 0.9251
H 1.8750 -0.0970 1.6706
H 1.0647 -0.6663 -1.6519
H -1.6931 -0.9621 -1.6745
H -0.6461 1.4392 1.1568

***

(2)
10
Properties=species:S:1:pos:R:3 method="wB97M-V/def2-TZVPD" max_force_ev_per_a=3.6 molar_mass_da=84.08 de_lowest_kj_mol=278.6 gap_ev=10.53 charge=0 e_lumo_ev=0.024
C 2.2468 -0.3479 -0.0790
C 0.6792 0.7530 -0.2137
C -0.3838 -0.2204 0.2559
N 3.3301 -0.7875 -0.0171
N -1.7552 0.1077 -0.2244
O 0.8565 1.8117 -0.7174
H -0.3246 -0.1106 1.3211
H -0.1636 -1.1772 -0.2026
H -2.2459 -0.7457 -0.5583
H -2.2395 0.7168 0.4354

***

(3)
10
Properties=species:S:1:pos:R:3 method="wB97M-V/def2-TZVPD" max_force_ev_per_a=5.2 molar_mass_da=84.08 de_lowest_kj_mol=397.6 gap_ev=10.77 charge=0 e_lumo_ev=0.886 smiles=Nc1ccon1
N 0.9582 1.3318 -0.9380
C 0.1342 0.5940 0.0092
C -0.4541 -0.6929 -0.3555
C -0.6035 -1.3580 0.7978
O -0.2626 -0.5967 1.7589
N 0.1752 0.6151 1.3030
H 0.0591 1.4123 -1.4803
H 1.0429 2.4661 -0.7841
H -0.4221 -1.1781 -1.4017
H -0.6273 -2.5936 1.0908

***

(4)
10
Properties=species:S:1:pos:R:3 method="wB97M-V/def2-TZVPD" max_force_ev_per_a=2.0 molar_mass_da=84.08 de_lowest_kj_mol=149.7 gap_ev=9.25 charge=0 e_lumo_ev=0.821 smiles=Oc1c[nH]cn1
O 2.2457 -0.2065 -0.0229
C 0.9555 0.1188 0.2175
C 0.0181 -0.8586 -0.0317
N -1.1550 -0.1410 -0.1254
C -0.8563 1.1435 0.1494
N 0.4291 1.3464 0.3923
H 1.9467 -0.9414 -0.6073
H 0.0618 -1.8686 0.3486
H -2.0312 -0.5013 -0.4602
H -1.6142 1.9086 0.1396

***

(5)
10
Properties=species:S:1:pos:R:3 method="wB97M-V/def2-TZVPD" max_force_ev_per_a=3.3 molar_mass_da=84.08 de_lowest_kj_mol=425.0 gap_ev=8.08 charge=0 e_lumo_ev=-1.237
H -0.4523 -2.0320 -0.6647
N -1.2351 -1.5527 -0.2235
C -1.0603 -0.3619 0.1022
C 0.2364 0.4497 -0.0027
C 1.4542 -0.0921 0.1491
N 0.0314 1.7482 -0.3947
O -1.0037 2.3006 -0.0220
H -1.8822 0.1690 0.5783
H 1.5796 -1.1570 0.2608
H 2.3320 0.5282 0.2171

***

(6)
10
Properties=species:S:1:pos:R:3 method="wB97M-V/def2-TZVPD" max_force_ev_per_a=1.2 molar_mass_da=84.08 de_lowest_kj_mol=399.3 gap_ev=9.77 charge=0 e_lumo_ev=0.809
O 2.1283 0.1424 -0.2604
C 0.8124 0.0464 -0.0766
N 0.1968 -1.1084 -0.0941
N -1.1436 -0.7011 0.1333
C -1.3110 0.7725 0.4752
C -0.0460 1.1761 0.1572
H 2.4858 -0.7539 -0.3586
H -1.6853 -1.4191 0.6122
H -1.7090 -0.3614 -0.6868
H 0.2715 2.2064 0.0986

***

(7)
10
Properties=species:S:1:pos:R:3 method="wB97M-V/def2-TZVPD" max_force_ev_per_a=5.0 molar_mass_da=84.08 de_lowest_kj_mol=224.9 gap_ev=8.42 charge=0 e_lumo_ev=0.400 smiles=Oc1cnc[nH]1
O 0.0648 -1.9042 0.8077
C -0.0561 -0.6943 0.2659
C -1.1053 -0.4098 -0.6428
N -0.9778 0.8981 -1.0862
C 0.1087 1.3823 -0.4914
N 0.6207 0.5258 0.5026
H 0.4733 -1.5224 1.6789
H -1.6021 -1.2806 -1.1367
H 0.8146 2.2952 -0.7122
H 1.6592 0.7100 0.8144

***

(8)
10
Properties=species:S:1:pos:R:3 method="wB97M-V/def2-TZVPD" max_force_ev_per_a=0.5 molar_mass_da=84.08 de_lowest_kj_mol=391.0 gap_ev=9.95 charge=0 e_lumo_ev=0.823 smiles="NC1=CN1C=O"
N -1.6904 0.4623 -0.3421
C -0.7711 -0.4740 -0.0871
C 0.0402 -1.4389 -0.0073
N 0.7060 -0.4682 0.8530
C 1.4581 0.5070 0.2115
O 1.1599 1.0971 -0.8140
H -1.2713 1.2729 -0.7905
H -2.2938 0.7037 0.4355
H 0.3130 -2.4541 -0.2579
H 2.3494 0.7923 0.7989

***

(9)
10
Properties=species:S:1:pos:R:3 method="wB97M-V/def2-TZVPD" max_force_ev_per_a=3.4 molar_mass_da=84.08 de_lowest_kj_mol=166.4 gap_ev=10.86 charge=0 e_lumo_ev=0.431 smiles="CNC(=O)C#N"
C -0.6756 -0.0738 1.8470
N -0.8914 -0.5828 0.4923
C -0.2060 -0.2824 -0.6797
O -0.3813 -0.7881 -1.7615
C 0.9154 0.6766 -0.3989
N 1.7590 1.3976 -0.1455
H -1.6971 -0.1135 2.4998
H -0.2213 1.0262 1.7021
H 0.1773 -0.8135 2.3818
H -1.4843 -1.4206 0.4705

***

(10)
11
Properties=species:S:1:pos:R:3 method="wB97M-V/def2-TZVPD" max_force_ev_per_a=2.1 molar_mass_da=100.08 de_lowest_kj_mol=304.9 gap_ev=10.23 charge=0 e_lumo_ev=0.755 smiles="O=C1CN=CN1O"
O -1.4436 1.5088 0.0245
C -0.4783 0.7505 -0.0880
C 1.0419 0.9281 -0.0156
N 1.6067 -0.4123 0.0421
C 0.6245 -1.2532 0.0006
N -0.5985 -0.5876 -0.1952
O -1.8058 -1.1942 0.0373
H 1.4547 1.4715 -0.8779
H 1.3962 1.5104 0.8790
H 0.6133 -2.3378 0.0321
H -2.4111 -0.3842 0.1611

***

(11)
11
Properties=species:S:1:pos:R:3 method="wB97M-V/def2-TZVPD" max_force_ev_per_a=3.1 molar_mass_da=100.08 de_lowest_kj_mol=450.6 gap_ev=10.09 charge=0 e_lumo_ev=0.019 smiles="N#[N+][O-].C=CC=O"
N 0.9161 2.8573 -1.7322
N 0.0230 2.6777 -2.3511
O -0.9393 2.5698 -2.9669
C -0.6091 -2.0392 1.1283
C 0.2356 -1.0595 1.3669
C 0.3591 0.0715 0.4243
O -0.2780 0.2032 -0.5914
H -0.4208 -2.9243 1.7133
H -1.2891 -2.0493 0.3073
H 1.0319 -1.2302 2.1513
H 0.9707 0.9229 0.5501

***

(12)
11
Properties=species:S:1:pos:R:3 method="wB97M-V/def2-TZVPD" max_force_ev_per_a=7.2 molar_mass_da=100.08 de_lowest_kj_mol=310.1 gap_ev=8.79 charge=0 e_lumo_ev=-1.117
H -1.1117 0.5118 1.9160
N -0.5398 1.3204 1.8405
C 0.2261 1.4960 0.8336
N 0.6646 0.4753 -0.0526
C -0.1621 -0.6934 -0.1179
O -1.1194 -1.1957 0.6813
C -0.0673 -1.3911 -1.4372
O 0.8440 -1.1682 -2.1916
H 0.7525 2.3696 0.6737
H 1.4521 0.4614 -0.6310
H -0.9390 -2.1860 -1.5148